<one>
# C4H7NO

A 2-piece molecular cluster, C4H7NO overall (ωB97M-V with the def2-TZVPD basis set, the Open Molecules 2025 dataset).

CARTESIAN COORDINATES (ANGSTROEM)
C 0.330 -1.632 0.240
C 0.267 -0.462 -0.710
O -1.005 0.131 -0.511
C -0.909 1.485 -0.268
C -0.228 1.824 1.010
N 0.478 1.365 1.808
H 0.936 -2.374 -0.248
H 1.291 -1.334 1.371
H -0.411 -2.241 0.804
H 0.312 -0.769 -1.767
H 1.185 0.149 -0.552
H -1.921 1.843 -0.144
H -0.324 2.015 -1.034

Summary:
Lowest unoccupied orbital energy: 0.66 eV
Spin multiplicity: 1
HOMO level: -10.23 eV
Orbital gap: 10.8934 eV

***

<two>
# C4H7NO

A 2-piece molecular cluster, C4H7NO overall (ωB97M-V with the def2-TZVPD basis set, the Open Molecules 2025 dataset).

CARTESIAN COORDINATES (ANGSTROEM)
H 0.618 -2.191 0.801
N 0.299 -1.495 0.129
C -0.786 -0.976 0.533
C -1.631 -0.083 -0.302
H -1.257 -1.232 1.484
H -2.552 -0.636 -0.528
H -1.127 0.146 -1.241
H -1.917 0.809 0.265
C 1.941 0.784 -0.517
C 1.178 1.564 0.213
O 0.604 2.365 0.847
H 1.727 -0.211 -0.864
H 2.903 1.156 -0.821

Summary:
SMILES string: [H]/N=C/C.C=C=O
Lowest unoccupied orbital energy: 0.93 eV
Spin multiplicity: 1
HOMO level: -8.95 eV
Orbital gap: 9.8727 eV

***

<three>
# C4H7NO

One molecule with the formula C4H7NO (ωB97M-V with the def2-TZVPD basis set, the Open Molecules 2025 dataset).

CARTESIAN COORDINATES (ANGSTROEM)
C -0.526 1.283 0.334
C -0.182 0.234 -0.751
C 1.167 -0.362 -0.377
N 0.773 -1.205 0.778
C -0.444 -1.477 0.543
O -1.057 -0.896 -0.522
H -1.606 1.373 0.466
H -0.130 0.970 1.314
H -0.088 2.261 0.131
H -0.310 0.521 -1.801
H 1.613 -1.043 -1.113
H 1.890 0.428 -0.152
H -1.100 -2.089 1.150

Summary:
SMILES string: C[C@H]1CN=CO1
Lowest unoccupied orbital energy: 1.03 eV
Spin multiplicity: 1
HOMO level: -9.74 eV
Orbital gap: 10.7763 eV

***

Which one sits at the top of the stability order? <three> does.

***

<one>
# C4H7NO

One molecule with the formula C4H7NO (ωB97M-V with the def2-TZVPD basis set, the Open Molecules 2025 dataset).

CARTESIAN COORDINATES (ANGSTROEM)
O -1.420 -2.283 -0.999
C -1.061 -1.698 0.004
N -0.402 -0.533 0.002
C -0.072 0.370 -1.086
C 0.609 1.269 -0.009
C 0.118 0.290 1.076
H -1.222 -2.031 1.050
H 0.578 -0.105 -1.832
H -0.939 0.769 -1.628
H 1.686 1.314 -0.162
H 0.201 2.254 0.210
H -0.683 0.717 1.688
H 0.884 -0.140 1.733

Summary:
SMILES string: O=CN1CCC1
Lowest unoccupied orbital energy: 0.88 eV
Spin multiplicity: 1
HOMO level: -9.33 eV
Orbital gap: 10.2140 eV

***

<two>
# C4H7NO

One molecule with the formula C4H7NO (ωB97M-V with the def2-TZVPD basis set, the Open Molecules 2025 dataset).

CARTESIAN COORDINATES (ANGSTROEM)
C 1.503 0.168 0.548
C 0.394 0.072 -0.487
C -0.711 -0.986 -0.227
N -1.649 0.122 -0.076
C -0.728 1.112 -0.304
O -0.793 2.317 -0.316
H 2.157 -0.711 0.509
H 2.111 1.063 0.386
H 1.077 0.232 1.556
H 0.787 0.053 -1.508
H -0.569 -1.587 0.678
H -0.937 -1.645 -1.072
H -2.622 0.155 0.194

Summary:
SMILES string: C[C@H]1CNC1=O
Lowest unoccupied orbital energy: 0.99 eV
Spin multiplicity: 1
HOMO level: -9.73 eV
Orbital gap: 10.7254 eV

***

Which one sits at the top of the stability order? <two> does.